{
  "formula": "C36H72O36",
  "method": "ωB97M-V/def2-TZVPD",
  "de_lowest_kcal_mol": 167.66,
  "energy_ha": -4123.34980,
  "lumo_ev": 0.38,
  "smiles": "COC(=O)OC.COC(=O)OC.COC(=O)OC.COC(=O)OC.COC(=O)OC.COC(=O)OC.COC(=O)OC.COC(=O)OC.COC(=O)OC.COC(=O)OC.COC(=O)OC.COC(=O)OC",
  "elements": ["C", "O", "C", "O", "O", "C", "H", "H", "H", "H", "H", "H", "C", "O", "C", "O", "O", "C", "H", "H", "H", "H", "H", "H", "C", "O", "C", "O", "O", "C", "H", "H", "H", "H", "H", "H", "C", "O", "C", "O", "O", "C", "H", "H", "H", "H", "H", "H", "C", "O", "C", "O", "O", "C", "H", "H", "H", "H", "H", "H", "C", "O", "C", "O", "O", "C", "H", "H", "H", "H", "H", "H", "C", "O", "C", "O", "O", "C", "H", "H", "H", "H", "H", "H", "C", "O", "C", "O", "O", "C", "H", "H", "H", "H", "H", "H", "C", "O", "C", "O", "O", "C", "H", "H", "H", "H", "H", "H", "C", "O", "C", "O", "O", "C", "H", "H", "H", "H", "H", "H", "C", "O", "C", "O", "O", "C", "H", "H", "H", "H", "H", "H", "C", "O", "C", "O", "O", "C", "H", "H", "H", "H", "H", "H"],
  "xyz": [[-1.422, 2.161, -1.739], [-0.727, 0.947, -1.319], [-0.489, 0.779, -0.038], [-1.065, 1.316, 0.898], [0.393, -0.280, 0.098], [0.374, -1.001, 1.311], [-1.011, 2.632, -2.632], [-1.793, 2.961, -1.098], [-2.410, 1.827, -2.056], [1.081, -0.415, 1.898], [1.019, -1.879, 1.345], [-0.558, -1.183, 1.848], [5.912, -2.780, -0.996], [4.763, -3.499, -1.528], [3.518, -3.186, -1.037], [3.240, -2.642, 0.028], [2.519, -3.525, -1.970], [1.182, -3.377, -1.565], [6.267, -3.239, -0.073], [5.843, -1.692, -0.984], [6.782, -3.031, -1.604], [0.889, -2.327, -1.550], [0.912, -3.877, -0.635], [0.565, -3.780, -2.368], [-3.240, -1.837, 6.624], [-2.640, -2.120, 5.383], [-3.378, -2.483, 4.253], [-4.567, -2.375, 4.061], [-2.484, -2.875, 3.296], [-2.940, -2.964, 1.981], [-3.984, -1.042, 6.583], [-2.435, -1.507, 7.281], [-3.629, -2.755, 7.064], [-2.616, -2.067, 1.455], [-4.022, -2.874, 1.886], [-2.449, -3.837, 1.549], [-4.518, 0.155, -0.249], [-4.418, -0.258, -1.614], [-5.557, -0.417, -2.401], [-5.637, -1.105, -3.393], [-6.669, 0.321, -1.971], [-8.008, 0.121, -2.539], [-3.741, 0.816, 0.135], [-4.572, -0.728, 0.387], [-5.464, 0.685, -0.141], [-8.645, 0.928, -2.178], [-8.459, -0.801, -2.173], [-7.854, 0.176, -3.616], [2.160, -1.569, 7.771], [1.031, -0.844, 7.244], [0.723, -0.708, 5.920], [1.436, -1.069, 5.017], [-0.398, 0.056, 5.785], [-0.892, 0.309, 4.452], [2.993, -1.124, 7.226], [2.095, -2.656, 7.718], [2.323, -1.268, 8.806], [-1.879, 0.759, 4.559], [-0.948, -0.559, 3.795], [-0.137, 0.935, 3.976], [0.845, 1.632, -5.233], [1.614, 0.841, -4.308], [2.981, 0.644, -4.328], [3.724, 0.903, -5.286], [3.481, 0.347, -2.968], [2.649, 0.375, -1.834], [0.421, 1.082, -6.074], [1.543, 2.300, -5.737], [0.019, 2.103, -4.699], [3.051, 0.009, -0.889], [1.730, -0.190, -1.995], [2.444, 1.443, -1.765], [-3.533, 2.405, -5.465], [-3.122, 1.057, -5.887], [-3.538, 0.614, -7.033], [-4.446, 1.159, -7.682], [-2.901, -0.547, -7.407], [-3.129, -1.227, -8.575], [-2.924, 2.764, -4.635], [-4.579, 2.257, -5.195], [-3.552, 3.073, -6.326], [-4.038, -1.793, -8.373], [-2.350, -1.890, -8.950], [-3.293, -0.545, -9.409], [-2.378, 6.488, -2.884], [-1.662, 6.726, -4.059], [-1.143, 5.782, -4.887], [-1.381, 4.524, -4.783], [-0.368, 6.441, -5.827], [-0.026, 5.626, -6.894], [-2.504, 7.356, -2.236], [-1.846, 5.746, -2.289], [-3.392, 6.198, -3.159], [-0.687, 4.850, -7.280], [0.856, 5.121, -6.501], [0.116, 6.378, -7.670], [0.149, -4.490, 5.763], [0.909, -5.308, 4.831], [0.886, -4.963, 3.579], [0.059, -4.292, 2.919], [2.015, -5.482, 3.056], [2.300, -5.430, 1.665], [-0.847, -4.827, 5.478], [0.053, -3.413, 5.626], [0.402, -4.659, 6.810], [3.366, -5.335, 1.461], [1.861, -4.527, 1.241], [2.004, -6.301, 1.080], [-6.536, 3.181, -2.766], [-6.036, 3.080, -1.410], [-5.054, 3.974, -1.010], [-4.590, 4.941, -1.659], [-4.627, 3.643, 0.267], [-3.752, 4.476, 0.991], [-5.785, 2.921, -3.512], [-6.812, 4.187, -3.082], [-7.384, 2.527, -2.966], [-3.911, 4.484, 2.069], [-3.794, 5.545, 0.780], [-2.686, 4.318, 0.825], [3.957, 1.576, 1.370], [5.319, 1.710, 1.699], [6.154, 0.774, 1.477], [5.907, -0.268, 0.978], [7.396, 1.264, 1.722], [8.451, 0.375, 1.698], [3.755, 1.949, 0.366], [3.301, 2.123, 2.048], [3.500, 0.586, 1.385], [9.441, 0.821, 1.798], [8.535, -0.272, 0.825], [8.311, -0.349, 2.501], [8.056, -1.209, 5.264], [6.614, -1.249, 5.152], [6.065, -2.089, 4.319], [6.689, -2.893, 3.655], [4.755, -1.738, 4.156], [3.943, -2.410, 3.189], [8.403, -0.528, 4.486], [8.588, -2.157, 5.345], [8.374, -0.713, 6.181], [2.970, -2.743, 3.549], [4.412, -3.348, 2.889], [3.868, -1.838, 2.264]],
  "lowdin_charge": [-0.0009, 0.0345, -0.5517, 0.1031, -0.0438, -0.0451, 0.0756, 0.0824, 0.0828, 0.0898, 0.0824, 0.0756, -0.0246, -0.0088, -0.4692, 0.0822, -0.0232, -0.0665, 0.0951, 0.0829, 0.0880, 0.0785, 0.0851, 0.0989, -0.0552, -0.0575, -0.4949, 0.1257, -0.0401, -0.0605, 0.0993, 0.0906, 0.0973, 0.0755, 0.0899, 0.1036, -0.0376, -0.0149, -0.4784, 0.1301, -0.1073, -0.0186, 0.0833, 0.0845, 0.0845, 0.0869, 0.0972, 0.0963, -0.0197, -0.0343, -0.5558, 0.1236, -0.0215, -0.0255, 0.0955, 0.0869, 0.0909, 0.1044, 0.0645, 0.0945, -0.0148, -0.0550, -0.3919, 0.1002, -0.0543, -0.0914, 0.0932, 0.0895, 0.0708, 0.0757, 0.0719, 0.0975, 0.0134, 0.0105, -0.5595, 0.0788, -0.0182, -0.0899, 0.0690, 0.0772, 0.0988, 0.1014, 0.0948, 0.0940, -0.0600, -0.0128, -0.4271, 0.0300, -0.0094, -0.0814, 0.0991, 0.0926, 0.0806, 0.0978, 0.0994, 0.1038, 0.0047, 0.0294, -0.5713, 0.0826, -0.0055, -0.0441, 0.0966, 0.0792, 0.0966, 0.0934, 0.0583, 0.0992, -0.0244, -0.0137, -0.4367, 0.0704, -0.0193, -0.0702, 0.0756, 0.0987, 0.0714, 0.0963, 0.0891, 0.0854, -0.0269, 0.0609, -0.6320, 0.1525, 0.0180, -0.0776, 0.0899, 0.1011, 0.0797, 0.1012, 0.0966, 0.0703, -0.0174, 0.0129, -0.5957, 0.1068, -0.0040, -0.0367, 0.0750, 0.1006, 0.0892, 0.0792, 0.0858, 0.0682]
}



{
  "formula": "C27H37N2O2S",
  "method": "ωB97M-V/def2-TZVPD",
  "energy_ha": -1708.91907,
  "total_charge": 1,
  "lumo_ev": -3.99,
  "elements": ["C", "C", "O", "C", "C", "S", "C", "C", "O", "H", "H", "H", "H", "H", "H", "H", "H", "H", "H", "H", "H", "C", "C", "C", "N", "C", "C", "C", "C", "C", "C", "C", "C", "C", "N", "C", "C", "C", "C", "C", "C", "C", "C", "C", "H", "H", "H", "H", "H", "H", "H", "H", "H", "H", "H", "H", "H", "H", "H", "H", "H", "H", "H", "H", "H", "H", "H", "H", "H"],
  "xyz": [[4.040, 2.825, 1.918], [3.668, 1.485, 2.500], [2.227, 1.451, 2.620], [1.776, 0.246, 3.063], [0.368, 0.293, 3.371], [-0.297, -0.998, 4.224], [0.779, -1.256, 5.661], [-1.736, -0.179, 4.973], [2.509, -0.743, 3.166], [5.129, 2.885, 1.855], [3.633, 2.952, 0.909], [3.689, 3.650, 2.547], [3.996, 0.669, 1.845], [4.111, 1.370, 3.500], [-0.168, 1.223, 3.231], [1.805, -1.332, 5.295], [0.654, -0.425, 6.361], [0.459, -2.200, 6.118], [-2.375, 0.172, 4.155], [-2.257, -0.932, 5.573], [-1.376, 0.652, 5.590], [-0.632, -7.422, -1.595], [-1.900, -7.058, -2.380], [-1.997, -5.528, -2.320], [-1.155, -5.138, -1.211], [-1.065, -3.853, -0.775], [-0.384, -3.547, 0.434], [-0.365, -2.253, 0.909], [-0.959, -1.184, 0.184], [-0.982, 0.137, 0.733], [-0.708, 1.290, -0.055], [0.397, 1.292, -0.961], [0.651, 2.374, -1.775], [-0.228, 3.493, -1.767], [-0.042, 4.532, -2.626], [1.126, 4.671, -3.470], [1.001, 6.067, -4.098], [-0.464, 6.483, -3.919], [-1.034, 5.570, -2.823], [-1.320, 3.510, -0.853], [-1.520, 2.460, 0.017], [-1.570, -1.496, -1.076], [-1.671, -2.798, -1.514], [-0.329, -6.212, -0.694], [-0.751, -8.331, -1.002], [0.207, -7.561, -2.286], [-1.864, -7.404, -3.414], [-2.782, -7.488, -1.896], [-1.629, -5.080, -3.259], [-3.032, -5.182, -2.186], [0.101, -4.344, 1.000], [0.143, -2.015, 1.844], [-1.412, 0.279, 1.728], [1.049, 0.417, -0.989], [1.507, 2.366, -2.452], [2.058, 4.560, -2.898], [1.137, 3.893, -4.254], [1.654, 6.759, -3.558], [1.303, 6.054, -5.146], [-0.570, 7.532, -3.636], [-1.027, 6.312, -4.843], [-2.008, 5.145, -3.118], [-1.205, 6.133, -1.891], [-1.997, 4.368, -0.843], [-2.342, 2.483, 0.734], [-1.996, -0.685, -1.672], [-2.198, -3.028, -2.444], [-0.573, -6.430, 0.359], [0.741, -5.949, -0.721]],
  "lowdin_charge": [-0.0761, -0.2320, -0.0379, -0.6042, -0.3835, 1.0089, -0.2282, -0.2339, 0.0080, 0.0801, 0.0717, 0.0809, 0.1237, 0.1305, 0.0785, 0.0538, 0.0670, 0.0613, 0.0571, 0.0640, 0.0700, -0.1478, -0.1487, -0.1599, -0.0825, -0.1924, 0.0104, -0.0107, -0.2129, 0.0656, -0.2196, 0.0096, 0.0073, -0.1830, -0.0727, -0.1501, -0.1467, -0.1457, -0.1520, 0.0045, 0.0040, -0.0012, -0.0025, -0.1514, 0.1124, 0.1131, 0.1125, 0.1132, 0.1266, 0.1288, 0.1103, 0.0733, 0.0965, 0.1341, 0.1098, 0.1280, 0.1303, 0.1138, 0.1132, 0.1135, 0.1132, 0.1316, 0.1249, 0.1079, 0.1255, 0.1260, 0.1071, 0.1237, 0.1301]
}